(1)
111
Properties=species:S:1:pos:R:3 method="wB97M-V/def2-TZVPD" relative_energy_kj_mol=77.9 e_homo_ev="-6.6 / -6.7" e_lumo_ev="-0.12 / -0.29" spin_multiplicity=3 s_squared=2.0319 max_force_ev_per_a=1.4 orbital_gap_ev="6.527 / 6.400"
V 0.369 0.047 0.674
C 4.517 3.801 -2.013
C 4.221 2.315 -2.173
N 4.651 1.527 -1.041
C 3.914 1.388 0.115
S 4.696 0.722 1.468
N 2.641 1.747 -0.030
N 1.806 1.460 1.021
C 1.841 2.049 2.155
C 2.768 3.138 2.569
C 0.757 1.620 3.078
C 0.555 2.211 4.319
C -0.537 1.826 5.075
C -1.409 0.872 4.574
C -1.134 0.314 3.340
N -0.065 0.658 2.627
H 4.164 4.373 -2.873
H 5.590 3.977 -1.913
H 4.031 4.189 -1.118
H 4.719 1.921 -3.064
H 3.153 2.145 -2.309
H 5.639 1.436 -0.870
H 3.580 3.257 1.860
H 3.217 2.908 3.535
H 2.207 4.073 2.666
H 1.234 2.969 4.676
H -0.712 2.279 6.042
H -2.285 0.556 5.122
H -1.764 -0.435 2.878
C -4.754 -1.300 3.215
C -4.349 -2.201 2.046
C -5.503 -3.129 1.656
C -3.181 -3.081 2.470
N -4.080 -1.309 0.871
C -5.125 -0.545 0.376
C -4.679 0.086 -0.722
N -3.368 -0.275 -0.918
B -2.640 0.232 -2.185
N -1.602 -0.794 -2.707
C -2.046 -1.894 -3.398
C -0.969 -2.612 -3.764
N 0.151 -1.949 -3.297
C -0.263 -0.840 -2.631
S 0.752 0.308 -1.802
C 1.507 -2.523 -3.601
C 2.674 -1.631 -3.200
C 1.582 -2.734 -5.116
C 1.602 -3.851 -2.850
N -2.025 1.644 -2.095
C -1.778 2.322 -3.264
C -1.126 3.457 -2.953
N -0.976 3.488 -1.577
C -1.527 2.356 -1.071
S -1.568 1.808 0.571
C -0.243 4.643 -0.959
C -0.214 4.641 0.563
C 1.195 4.573 -1.473
C -0.947 5.920 -1.420
C -2.989 -1.107 0.074
S -1.412 -1.781 0.276
H -4.876 -1.907 4.112
H -5.695 -0.781 3.031
H -3.991 -0.548 3.405
H -5.740 -3.775 2.501
H -5.213 -3.758 0.814
H -6.409 -2.589 1.387
H -3.560 -3.710 3.279
H -2.326 -2.528 2.841
H -2.826 -3.722 1.668
H -6.089 -0.527 0.843
H -5.181 0.755 -1.397
H -3.498 0.300 -3.034
H -3.093 -2.066 -3.565
H -0.899 -3.533 -4.308
H 2.633 -0.651 -3.671
H 3.576 -2.143 -3.540
H 2.741 -1.487 -2.128
H 1.402 -1.798 -5.645
H 0.875 -3.478 -5.477
H 2.582 -3.083 -5.369
H 1.497 -3.691 -1.778
H 2.579 -4.301 -3.035
H 0.840 -4.559 -3.174
H -2.079 1.927 -4.217
H -0.756 4.240 -3.584
H 0.322 3.785 0.957
H -1.207 4.655 1.004
H 0.314 5.554 0.850
H 1.658 3.632 -1.168
H 1.771 5.399 -1.053
H 1.250 4.650 -2.560
H -1.990 5.919 -1.100
H -0.918 6.049 -2.501
H -0.449 6.779 -0.972
C 0.736 -5.048 3.712
C 0.099 -3.820 3.983
C 0.344 -2.731 3.195
C 1.233 -2.772 2.094
C 1.488 -1.622 1.268
C 2.502 -1.752 0.345
C 3.212 -2.960 0.142
C 2.906 -4.070 0.863
C 1.914 -3.994 1.874
C 1.629 -5.121 2.683
H 0.535 -5.916 4.327
H -0.579 -3.736 4.823
H -0.125 -1.792 3.441
H 2.810 -0.904 -0.258
H 4.006 -2.985 -0.596
H 3.430 -5.005 0.708
H 2.155 -6.045 2.475

***

(2)
104
Properties=species:S:1:pos:R:3 method="wB97M-V/def2-TZVPD" relative_energy_kj_mol=0.0 e_homo_ev=-7.2 e_lumo_ev=0.00 max_force_ev_per_a=0.9 orbital_gap_ev=7.208
Ir -0.776 -0.359 0.345
Cl 0.219 -6.823 -2.791
C 0.207 -5.390 -1.803
C 0.897 -5.384 -0.580
C 0.901 -4.264 0.202
C 0.217 -3.073 -0.173
O 0.278 -2.079 0.653
C -0.463 -3.095 -1.425
C -1.171 -1.984 -2.004
O -1.371 -0.867 -1.519
C -0.457 -4.270 -2.207
H 1.427 -6.274 -0.266
H 1.429 -4.251 1.146
H -1.618 -2.157 -2.988
H -0.991 -4.270 -3.150
C 1.098 0.150 -0.378
Si 1.983 1.128 0.902
C 1.248 0.305 2.445
N -0.247 0.208 2.343
C -0.855 1.518 2.789
C -1.414 1.499 4.209
C -0.507 0.752 5.176
C -0.330 -0.701 4.701
C -0.736 -0.882 3.237
C 3.828 0.740 0.906
C 4.263 -0.579 1.077
C 5.611 -0.905 1.044
C 6.558 0.088 0.835
C 6.150 1.401 0.658
C 4.798 1.721 0.695
C 1.815 2.991 0.879
C 2.119 3.763 2.004
C 2.069 5.147 1.961
C 1.727 5.790 0.777
C 1.433 5.043 -0.353
C 1.473 3.656 -0.298
H 1.702 -0.768 -0.405
H 1.070 0.493 -1.412
H 1.524 0.754 3.402
H 1.636 -0.718 2.434
H -1.655 1.768 2.103
H -0.076 2.275 2.700
H -2.407 1.042 4.209
H -1.555 2.536 4.520
H -0.920 0.777 6.186
H 0.460 1.260 5.230
H -0.958 -1.373 5.289
H 0.698 -1.035 4.852
H -1.822 -0.902 3.135
H -0.353 -1.821 2.844
H 3.536 -1.372 1.226
H 5.923 -1.933 1.180
H 7.611 -0.163 0.810
H 6.885 2.179 0.492
H 4.495 2.753 0.557
H 2.403 3.275 2.932
H 2.302 5.727 2.845
H 1.689 6.871 0.739
H 1.162 5.540 -1.276
H 1.225 3.081 -1.184
C 3.306 -0.780 -4.847
P 2.048 -1.805 -4.058
C 2.967 -2.918 -2.975
C 1.395 -2.849 -5.378
O 1.014 -1.008 -3.346
H 4.056 -1.381 -5.362
H 3.791 -0.176 -4.080
H 2.822 -0.112 -5.559
H 3.858 -3.304 -3.471
H 2.335 -3.751 -2.669
H 3.263 -2.358 -2.086
H 2.154 -3.537 -5.753
H 1.037 -2.223 -6.195
H 0.556 -3.426 -4.986
C -3.572 -2.409 0.678
C -4.721 -1.401 0.726
C -4.996 -0.952 2.165
C -4.653 -0.209 -0.222
C -5.780 0.030 -0.996
C -5.831 1.085 -1.892
C -4.727 1.906 -2.003
C -3.574 1.732 -1.236
C -2.472 2.754 -1.460
C -2.011 3.466 -0.190
C -1.281 2.243 -2.272
C -3.552 0.672 -0.314
O -2.553 0.487 0.587
H -3.800 -3.243 1.347
H -2.619 -1.989 0.994
H -3.447 -2.818 -0.328
H -5.593 -1.969 0.386
H -4.096 -0.515 2.604
H -5.305 -1.797 2.785
H -5.780 -0.195 2.194
H -6.628 -0.641 -0.904
H -6.715 1.266 -2.489
H -4.754 2.735 -2.702
H -2.949 3.523 -2.076
H -1.376 2.821 0.412
H -2.861 3.793 0.413
H -1.421 4.346 -0.451
H -0.612 1.627 -1.673
H -0.706 3.094 -2.650
H -1.604 1.644 -3.125

***

(3)
113
Properties=species:S:1:pos:R:3 method="wB97M-V/def2-TZVPD" relative_energy_kj_mol=47.1 e_homo_ev=-7.0 e_lumo_ev=0.18 max_force_ev_per_a=1.3 orbital_gap_ev=7.194
Ti -0.284 -0.681 -0.146
C -4.471 3.073 -1.281
C -3.477 3.664 -0.353
N -3.646 4.722 0.374
N -2.447 4.875 1.015
C -1.533 3.934 0.721
S 0.031 3.795 1.292
N -2.216 3.147 -0.165
N -1.676 2.011 -0.775
H -5.372 3.679 -1.253
H -4.731 2.051 -0.996
H -4.083 3.049 -2.300
H -2.301 5.636 1.655
H -2.438 1.376 -0.995
H -1.231 2.285 -1.653
C 2.064 -8.478 -1.524
C 2.292 -7.035 -1.166
C 2.596 -6.107 -2.159
C 2.790 -4.770 -1.854
C 2.695 -4.362 -0.530
C 2.388 -5.263 0.479
C 2.189 -6.595 0.151
S 2.939 -2.653 -0.200
O 4.079 -2.439 0.639
O 2.853 -1.982 -1.462
N 1.593 -2.163 0.654
C 1.583 -2.004 2.101
C 2.472 -2.619 2.975
C 2.349 -2.439 4.345
C 1.314 -1.669 4.851
C 0.433 -1.028 3.995
C -0.717 -0.265 4.487
C -1.620 0.249 3.661
C -1.478 0.151 2.178
N -0.207 -0.441 1.735
C 0.601 -1.139 2.608
H 2.898 -8.873 -2.105
H 1.164 -8.588 -2.131
H 1.948 -9.093 -0.633
H 2.676 -6.434 -3.189
H 3.003 -4.041 -2.624
H 2.291 -4.939 1.506
H 1.946 -7.304 0.932
H 3.286 -3.214 2.596
H 3.058 -2.915 5.009
H 1.182 -1.557 5.921
H -0.830 -0.163 5.560
H -2.486 0.785 4.031
H -1.578 1.156 1.753
C 0.307 -2.617 0.042
H 0.507 -3.013 -0.960
H -0.188 -3.374 0.650
N 2.494 0.764 0.709
N 1.385 0.908 -0.199
H 3.093 1.581 0.628
H 3.034 -0.044 0.421
H 1.718 1.110 -1.139
H 0.872 1.741 0.122
O -2.055 -0.800 0.119
C -2.585 -0.685 1.455
C -2.715 -2.054 2.100
C -3.581 -3.087 1.355
C -4.632 -2.520 0.405
C -5.677 -1.632 1.071
C -5.059 -0.525 1.935
N -3.831 0.076 1.417
H -3.081 -1.899 3.116
H -1.702 -2.445 2.217
H -4.072 -3.720 2.100
H -2.931 -3.750 0.780
H -5.131 -3.345 -0.111
H -4.125 -1.948 -0.372
H -6.349 -2.228 1.696
H -6.299 -1.181 0.291
H -4.852 -0.897 2.938
H -5.784 0.282 2.069
H -3.977 0.383 0.463
C -2.638 -2.115 -5.275
Ge -2.310 -1.624 -3.404
C -2.397 -3.314 -2.388
C -3.889 -0.574 -2.849
Ge -0.259 -0.422 -2.784
C -0.517 1.341 -3.694
C -1.495 1.531 -4.675
C -1.695 2.767 -5.278
C -0.917 3.857 -4.915
C 0.069 3.698 -3.954
C 0.260 2.455 -3.357
C 1.111 -1.268 -3.933
C 1.030 -2.619 -4.273
C 2.032 -3.240 -5.011
C 3.144 -2.516 -5.419
C 3.237 -1.170 -5.094
C 2.230 -0.556 -4.361
H -3.419 -2.877 -5.289
H -1.743 -2.518 -5.750
H -2.977 -1.259 -5.860
H -3.378 -3.780 -2.505
H -2.228 -3.128 -1.325
H -1.641 -4.020 -2.737
H -4.792 -1.178 -2.960
H -3.999 0.329 -3.453
H -3.800 -0.292 -1.799
H -2.110 0.698 -4.991
H -2.460 2.877 -6.038
H -1.074 4.821 -5.381
H 0.690 4.536 -3.663
H 1.034 2.374 -2.602
H 0.172 -3.206 -3.961
H 1.941 -4.288 -5.272
H 3.927 -2.995 -5.992
H 4.099 -0.596 -5.413
H 2.323 0.500 -4.130

***

(4)
104
Properties=species:S:1:pos:R:3 method="wB97M-V/def2-TZVPD" total_charge=+3 e_homo_ev=-16.0 e_lumo_ev=-9.51 max_force_ev_per_a=0.4 orbital_gap_ev=6.501
Ti -0.016 -0.345 -0.162
C 0.989 -3.375 -4.499
C 1.655 -2.349 -3.582
C 1.337 -0.922 -3.961
C 1.988 -0.364 -5.057
C 1.750 0.944 -5.439
C 0.859 1.726 -4.721
C 0.182 1.221 -3.616
C -0.804 2.105 -2.902
C -2.171 2.136 -3.586
C 0.424 -0.113 -3.267
N -0.246 -0.699 -2.129
C -1.071 -1.713 -2.321
C -1.388 -2.505 -1.224
C -2.030 -3.745 -1.095
C -1.768 -4.195 0.195
C -0.973 -3.230 0.805
N -0.713 -2.202 -0.034
H 1.205 -4.391 -4.172
H 1.346 -3.271 -5.523
H -0.094 -3.248 -4.529
H 2.740 -2.478 -3.638
H 1.388 -2.555 -2.539
H 2.690 -0.970 -5.615
H 2.259 1.356 -6.300
H 0.672 2.749 -5.024
H -0.392 3.116 -2.848
H -0.939 1.780 -1.870
H -2.088 2.475 -4.618
H -2.853 2.809 -3.063
H -2.622 1.142 -3.608
H -1.469 -1.919 -3.310
H -2.595 -4.248 -1.862
H -2.102 -5.115 0.644
H -0.610 -3.214 1.820
C 2.303 -3.267 4.278
C 2.474 -3.118 2.769
C 1.963 -4.342 2.023
Sb 1.743 -1.184 2.114
C 0.622 -0.334 3.729
C -0.755 -0.966 3.846
C 0.556 1.174 3.541
C 3.576 -0.068 2.166
C 4.098 0.040 3.598
C 4.633 -0.707 1.269
H 2.768 -4.203 4.591
H 1.252 -3.322 4.565
H 2.775 -2.465 4.847
H 3.537 -2.995 2.542
H 0.965 -4.626 2.357
H 2.612 -5.190 2.246
H 1.947 -4.218 0.938
H 1.198 -0.557 4.630
H -1.344 -0.849 2.929
H -1.321 -0.496 4.652
H -0.706 -2.034 4.066
H 0.108 1.450 2.577
H 1.538 1.650 3.583
H -0.066 1.633 4.312
H 3.315 0.927 1.788
H 4.442 -0.929 3.963
H 3.369 0.431 4.309
H 4.959 0.710 3.620
H 4.916 -1.695 1.631
H 5.540 -0.101 1.282
H 4.316 -0.808 0.232
N 4.619 3.258 -2.027
C 3.648 2.485 -1.557
C 3.615 1.094 -1.828
C 2.594 0.341 -1.334
N 1.591 0.849 -0.570
C 1.624 2.179 -0.304
C 2.602 3.011 -0.758
H 5.359 2.883 -2.598
H 4.649 4.247 -1.835
H 4.380 0.628 -2.431
H 2.549 -0.724 -1.544
H 0.816 2.569 0.307
H 2.569 4.062 -0.510
N -1.697 0.574 0.156
S -2.328 1.726 1.156
C -3.233 2.795 0.093
C -2.693 4.055 -0.132
C -3.378 4.931 -0.963
C -4.572 4.537 -1.547
C -5.102 3.270 -1.310
C -4.438 2.388 -0.478
C -3.579 0.904 2.116
C -4.004 -0.385 1.826
C -4.999 -0.946 2.615
C -5.547 -0.223 3.664
C -5.105 1.064 3.942
C -4.110 1.640 3.168
H -2.399 0.245 -0.512
H -1.768 4.357 0.343
H -2.986 5.922 -1.139
H -5.110 5.226 -2.183
H -6.043 2.984 -1.759
H -4.867 1.419 -0.253
H -3.562 -0.958 1.020
H -5.346 -1.947 2.404
H -6.325 -0.664 4.273
H -5.533 1.620 4.763
H -3.768 2.645 3.383